No. 1
A single C7H8N4O molecule in a non-equilibrium geometry, computed with ωB97M-V with the def2-TZVPD basis set.

Properties
LUMO energy (eV): -0.338
Energy above the lowest of the compared OMol25 structures with the same formula, charge and spin (kJ/mol): 26.02
SMILES: [H]/N=C(\N)NC(=O)c1ccccn1
F_max (eV Å⁻¹): 2.439

Bonds (Å) are listed after each position.
CARTESIAN COORDINATES (ANGSTROEM)
1 O 0.469 2.551 -0.101  C12 1.235
2 N 3.700 -0.530 0.068  C8 1.297, H20 1.032
3 N 1.588 -1.569 0.525  C8 1.376, H13 1.028, H14 1.022
4 N -0.714 -0.797 -0.561  C9 1.352, C11 1.341
5 N 1.755 0.692 -0.260  C8 1.441, C12 1.399, H16 1.007
6 C -1.922 1.078 0.347  C7 1.362, C11 1.415, H18 1.120
7 C -2.997 0.267 0.547  C6 1.362, C10 1.401, H19 1.097
8 C 2.406 -0.525 0.154  N2 1.297, N3 1.376, N5 1.441
9 C -1.863 -1.509 -0.540  N4 1.352, C10 1.367, H15 1.089
10 C -3.019 -1.025 0.005  C7 1.401, C9 1.367, H17 1.077
11 C -0.746 0.485 -0.168  N4 1.341, C6 1.415, C12 1.506
12 C 0.507 1.319 -0.185  O1 1.235, N5 1.399, C11 1.506
13 H 0.620 -1.567 0.182  N3 1.028
14 H 2.047 -2.460 0.726  N3 1.022
15 H -1.876 -2.495 -1.001  C9 1.089
16 H 2.403 1.370 -0.625  N5 1.007
17 H -3.810 -1.754 0.044  C10 1.077
18 H -1.786 2.172 0.548  C6 1.120
19 H -3.888 0.625 1.078  C7 1.097
20 H 4.038 -1.408 0.494  N2 1.032

No. 2
2 unconnected molecules or ions with the total composition C7H8N5 in a non-equilibrium geometry, computed with ωB97M-V with the def2-TZVPD basis set.

Properties
LUMO energy (spin up / spin down) (eV): -5.056 / -6.875
Energy above the lowest of the compared OMol25 structures with the same formula, charge and spin (kJ/mol): 642.75
Net charge: +1
F_max (eV Å⁻¹): 4.825

Bonds (Å) are listed after each position.
CARTESIAN COORDINATES (ANGSTROEM)
1 N -0.833 -0.626 2.907  N3 1.302, C6 1.356, H18 1.074
2 N 0.927 2.253 2.250  N5 1.155
3 N -0.845 -1.907 3.142  N1 1.302, N4 1.267
4 N -1.986 -2.458 3.123  N3 1.267, H17 1.040
5 N 0.640 1.150 2.436  N2 1.155, C6 1.301
6 C 0.398 -0.064 2.836  N1 1.356, N5 1.301, H15 1.138
7 C 0.939 1.902 -1.896  C8 1.392, C10 1.409, H16 1.038
8 C 1.416 1.468 -0.662  C7 1.392, C11 1.364, H19 1.037
9 C -0.174 -0.235 -2.202  C10 1.390, C12 1.429, H14 1.093
10 C 0.137 1.037 -2.666  C7 1.409, C9 1.390, H20 1.059
11 C 0.817 0.325 -0.221  C8 1.364, C12 1.328
12 C 0.295 -0.673 -0.925  C9 1.429, C11 1.328, H13 1.065
13 H -0.129 -1.610 -0.649  C12 1.065
14 H -0.549 -0.967 -2.923  C9 1.093
15 H 1.192 -0.711 3.333  C6 1.138
16 H 0.942 2.923 -2.088  C7 1.038
17 H -1.923 -3.488 3.253  N4 1.040
18 H -1.774 -0.119 2.798  N1 1.074
19 H 1.969 2.174 -0.141  C8 1.037
20 H -0.201 1.560 -3.524  C10 1.059

No. 3
A gas-phase ion, C7H8N5 (charge +1) in a non-equilibrium geometry, computed with ωB97M-V with the def2-TZVPD basis set.

Properties
LUMO energy (eV): -4.476
Energy above the lowest of the compared OMol25 structures with the same formula, charge and spin (kJ/mol): 129.35
SMILES: N#C/C=N\C/C(CC#N)=N\C=[NH2+]
Net charge: +1
F_max (eV Å⁻¹): 4.874

Bonds (Å) are listed after each position.
CARTESIAN COORDINATES (ANGSTROEM)
1 N -3.654 -1.258 1.150  C7 1.138
2 N 1.390 0.291 -0.226  C8 1.288, C10 1.386
3 N -0.743 2.592 0.675  C6 1.263, H14 0.979, H17 1.038
4 N -1.219 0.637 -0.378  C6 1.303, C9 1.261
5 N 3.936 -1.645 0.727  C11 1.130
6 C -0.653 1.809 -0.312  N3 1.263, N4 1.303, H19 1.115
7 C -2.791 -1.351 0.414  N1 1.138, C12 1.460
8 C 2.646 0.443 0.020  N2 1.288, C11 1.430, H13 1.008
9 C -0.748 -0.532 -0.352  N4 1.261, C10 1.488, C12 1.506
10 C 0.674 -0.888 -0.092  N2 1.386, C9 1.488, H15 1.143, H18 1.115
11 C 3.392 -0.686 0.481  N5 1.130, C8 1.430
12 C -1.741 -1.646 -0.556  C7 1.460, C9 1.506, H16 1.162, H20 1.091
13 H 3.057 1.297 -0.325  C8 1.008
14 H -1.212 2.269 1.471  N3 0.979
15 H 0.921 -1.544 -0.995  C10 1.143
16 H -2.232 -1.396 -1.579  C12 1.162
17 H -0.311 3.535 0.626  N3 1.038
18 H 0.698 -1.446 0.873  C10 1.115
19 H -0.017 2.194 -1.144  C6 1.115
20 H -1.391 -2.676 -0.479  C12 1.091

No. 4
A gas-phase ion, C7H8NO3S (charge -1) in a non-equilibrium geometry, computed with ωB97M-V with the def2-TZVPD basis set.

Properties
LUMO energy (eV): 3.544
Energy above the lowest of the compared OMol25 structures with the same formula, charge and spin (kJ/mol): 314.36
SMILES: [H]/N=C1/CC#CC[C@@]1(C)S(=O)(=O)[O-]
Net charge: -1
F_max (eV Å⁻¹): 4.340

Bonds (Å) are listed after each position.
CARTESIAN COORDINATES (ANGSTROEM)
1 S -2.205 -0.780 0.127  O2 1.487, O3 1.468, O4 1.425, C8 1.872
2 O -2.685 -1.263 1.449  S1 1.487
3 O -2.771 0.522 -0.247  S1 1.468
4 O -2.251 -1.737 -0.928  S1 1.425
5 N -0.714 0.146 -2.147  C7 1.253, H16 1.139
6 C 0.547 2.255 0.327  C9 1.230, C11 1.466
7 C -0.360 0.570 -1.021  N5 1.253, C8 1.540, C11 1.506
8 C -0.413 -0.261 0.274  S1 1.872, C7 1.540, C10 1.492, C12 1.512
9 C 0.196 1.717 1.375  C6 1.230, C10 1.436
10 C -0.379 0.421 1.601  C8 1.492, C9 1.436, H13 1.125, H18 1.080
11 C 0.352 1.895 -1.081  C6 1.466, C7 1.506, H17 1.040, H19 1.130
12 C 0.531 -1.437 0.156  C8 1.512, H14 1.029, H15 1.112, H20 1.079
13 H -1.404 0.688 1.980  C10 1.125
14 H 0.079 -2.213 0.657  C12 1.029
15 H 1.536 -1.289 0.608  C12 1.112
16 H -1.340 -0.795 -2.012  N5 1.139
17 H 1.203 1.721 -1.653  C11 1.040
18 H 0.184 0.038 2.439  C10 1.080
19 H -0.229 2.661 -1.676  C11 1.130
20 H 0.656 -1.569 -0.907  C12 1.079

No. 5
A single C7H8NPS molecule in a non-equilibrium geometry, computed with ωB97M-V with the def2-TZVPD basis set.

Properties
LUMO energy (eV): -0.220
Energy above the lowest of the compared OMol25 structures with the same formula, charge and spin (kJ/mol): 223.73
SMILES: Cc1sc(P)c(C#N)c1C
F_max (eV Å⁻¹): 6.765

Bonds (Å) are listed after each position.
CARTESIAN COORDINATES (ANGSTROEM)
1 S 1.740 -0.922 0.436  C5 1.732, C6 1.738
2 P 2.201 1.597 2.358  C5 1.814, H15 1.355, H18 1.321
3 N -1.242 3.160 1.177  C4 1.143
4 C -0.783 2.125 1.026  N3 1.143, C8 1.367
5 C 1.341 0.634 1.084  S1 1.732, P2 1.814, C8 1.531
6 C 0.298 -1.001 -0.529  S1 1.738, C9 1.381, C10 1.468
7 C -1.916 0.087 -0.896  C9 1.492, H12 1.196, H16 1.097, H17 1.010
8 C -0.111 0.970 0.736  C4 1.367, C5 1.531, C9 1.437
9 C -0.600 -0.005 -0.199  C6 1.381, C7 1.492, C8 1.437
10 C -0.068 -2.144 -1.376  C6 1.468, H11 1.122, H13 1.172, H14 1.079
11 H -0.608 -2.982 -0.861  C10 1.122
12 H -2.726 0.629 -0.203  C7 1.196
13 H 0.824 -2.824 -1.712  C10 1.172
14 H -0.447 -1.781 -2.319  C10 1.079
15 H 3.091 0.665 2.776  P2 1.355
16 H -2.341 -0.846 -1.287  C7 1.097
17 H -1.787 0.514 -1.802  C7 1.010
18 H 3.136 2.125 1.590  P2 1.321

No. 6
2 unconnected molecules or ions with the total composition C7H8O in a non-equilibrium geometry, computed with ωB97M-V with the def2-TZVPD basis set.

Properties
LUMO energy (eV): 0.938
Energy above the lowest of the compared OMol25 structures with the same formula, charge and spin (kJ/mol): 571.52
SMILES: C#C/C(O)=C\C.C#C
F_max (eV Å⁻¹): 4.777

Bonds (Å) are listed after each position.
CARTESIAN COORDINATES (ANGSTROEM)
1 O 1.421 1.111 0.400  C8 1.358, H13 0.969
2 C -0.611 -1.922 1.149  C3 1.509, H9 1.113, H10 1.062, H15 1.082
3 C 0.557 -0.997 0.913  C2 1.509, C8 1.330, H16 1.079
4 C 0.704 0.333 -2.093  C5 1.207, H12 1.044
5 C 1.345 1.291 -2.450  C4 1.207, H14 1.076
6 C -2.000 1.398 0.332  C7 1.208, H11 0.984
7 C -0.916 0.878 0.455  C6 1.208, C8 1.432
8 C 0.372 0.255 0.503  O1 1.358, C3 1.330, C7 1.432
9 H -0.706 -2.130 2.238  C2 1.113
10 H -0.417 -2.919 0.841  C2 1.062
11 H -2.907 1.767 0.440  C6 0.984
12 H 0.304 -0.622 -1.958  C4 1.044
13 H 1.281 2.036 0.148  O1 0.969
14 H 1.562 2.329 -2.631  C5 1.076
15 H -1.547 -1.429 0.918  C2 1.082
16 H 1.559 -1.379 0.797  C3 1.079